No. 1
{
  "formula": "C45H24AsI4N5S5Ta",
  "method": "ωB97M-V/def2-TZVPD",
  "e_homo_ev": -4.8,
  "total_charge": -1,
  "orbital_gap_ev": 5.57,
  "total_energy_ha": -7477.8409,
  "multiplicity": 1,
  "species": ["Ta", "I", "I", "I", "I", "As", "S", "S", "S", "S", "S", "N", "N", "N", "N", "N", "C", "C", "C", "C", "C", "C", "C", "C", "C", "C", "C", "C", "C", "C", "C", "C", "C", "C", "C", "C", "C", "C", "C", "C", "C", "C", "C", "C", "C", "C", "C", "C", "C", "C", "C", "C", "C", "C", "C", "C", "C", "C", "C", "C", "C", "H", "H", "H", "H", "H", "H", "H", "H", "H", "H", "H", "H", "H", "H", "H", "H", "H", "H", "H", "H", "H", "H", "H", "H"],
  "positions_angstrom": [[-0.583, 0.761, 0.460], [-7.492, -3.103, -5.419], [8.035, 2.538, 4.911], [2.292, 6.878, -6.692], [0.230, -8.213, 4.460], [-2.305, 2.853, 1.584], [-0.832, 1.671, 2.748], [-3.521, 4.232, 2.513], [-0.879, 3.356, 0.043], [-4.109, -0.015, 4.150], [-3.108, 1.147, 0.493], [1.382, 1.416, -0.248], [0.723, -0.494, 1.770], [-1.977, -1.631, 3.454], [-0.815, 0.694, -1.731], [-1.463, -1.268, 0.239], [-3.737, -1.465, -2.799], [-1.946, 0.144, -2.377], [2.771, 0.928, 1.730], [1.204, -1.644, 3.678], [-2.234, 0.905, -3.571], [-3.546, -1.938, -4.091], [-2.594, -0.960, -1.981], [3.453, 2.467, -0.064], [-2.264, -3.352, 0.688], [0.301, -1.453, 2.648], [2.915, 2.857, -1.227], [-2.269, -1.706, -0.813], [2.243, -0.753, 3.465], [-5.021, -1.481, -2.261], [6.311, 1.997, 3.875], [-1.497, -2.295, 1.148], [6.372, 0.982, 2.930], [2.531, 1.562, 0.568], [1.134, 3.454, -3.427], [0.240, -4.422, 2.382], [-0.173, -6.258, 3.858], [3.974, 2.293, 3.438], [-1.280, 1.833, -3.701], [0.777, 2.415, -2.413], [1.625, 2.216, -1.337], [-2.883, -0.918, 3.696], [-2.754, -2.978, -0.557], [-1.379, -4.204, 4.126], [4.016, 1.287, 2.481], [-0.981, -2.219, 2.549], [-0.716, -3.656, 3.045], [1.417, 5.789, -4.014], [5.119, 2.656, 4.138], [5.217, 0.630, 2.240], [-1.115, -5.512, 4.538], [0.516, -5.719, 2.774], [-4.614, -2.409, -4.849], [1.083, 4.804, -3.091], [-6.100, -1.940, -3.004], [1.857, 4.076, -5.657], [-0.377, 1.679, -2.576], [1.801, 5.413, -5.294], [-5.884, -2.403, -4.296], [1.938, -0.053, 2.306], [1.526, 3.106, -4.717], [1.575, 2.057, -4.989], [-1.648, -5.934, 5.379], [1.255, -6.304, 2.244], [-2.545, -1.943, -4.509], [7.305, 0.471, 2.731], [3.137, -0.626, 4.057], [3.344, 3.511, -1.971], [-3.071, 0.728, -4.228], [0.771, -3.994, 1.539], [-3.390, -3.551, -1.214], [2.159, 3.790, -6.656], [-2.118, -3.616, 4.653], [1.105, -2.369, 4.472], [3.035, 2.800, 3.631], [0.768, 5.084, -2.091], [-2.452, -4.271, 1.219], [-4.451, -2.779, -5.852], [-1.178, 2.572, -4.480], [5.248, -0.161, 1.500], [5.079, 3.445, 4.877], [-5.173, -1.120, -1.249], [-7.095, -1.935, -2.580], [4.418, 2.734, 0.338], [1.368, 6.834, -3.739]],
  "lowdin_charge": [1.31, 0.84, 0.84, 0.84, 0.83, -0.43, 0.13, -0.07, 0.13, 0.64, 0.11, -0.05, -0.07, 0.14, -0.05, -0.06, -0.19, -0.28, -0.10, -0.02, 0.02, -0.03, -0.13, 0.02, -0.01, -0.28, 0.01, -0.28, -0.01, -0.01, -0.75, -0.24, -0.15, -0.23, -0.20, -0.03, -0.75, 0.00, 0.02, -0.17, -0.28, -0.80, -0.01, -0.01, -0.21, -0.29, -0.19, -0.14, -0.14, -0.02, -0.15, -0.14, -0.15, -0.02, -0.14, -0.15, -0.28, -0.75, -0.75, -0.29, -0.03, 0.13, 0.09, 0.09, 0.13, 0.09, 0.11, 0.12, 0.12, 0.14, 0.11, 0.09, 0.11, 0.12, 0.13, 0.11, 0.11, 0.09, 0.11, 0.13, 0.09, 0.13, 0.09, 0.12, 0.09]
}

***

No. 2
{
  "formula": "C45H29Br2Cl4N6O5S2W",
  "method": "ωB97M-V/def2-TZVPD",
  "e_homo_ev": [-9.3, -10.0],
  "total_charge": 1,
  "orbital_gap_ev": [5.31, 6.05],
  "s_squared": 2.022,
  "total_energy_ha": -10289.1228,
  "multiplicity": 3,
  "species": ["W", "Br", "Br", "Cl", "Cl", "Cl", "Cl", "S", "S", "O", "O", "O", "O", "O", "N", "N", "N", "N", "N", "N", "C", "C", "C", "C", "C", "C", "C", "C", "C", "C", "C", "C", "C", "C", "C", "C", "C", "C", "C", "C", "C", "C", "C", "C", "C", "C", "C", "C", "C", "C", "C", "C", "C", "C", "C", "C", "C", "C", "C", "C", "C", "C", "C", "C", "C", "H", "H", "H", "H", "H", "H", "H", "H", "H", "H", "H", "H", "H", "H", "H", "H", "H", "H", "H", "H", "H", "H", "H", "H", "H", "H", "H", "H", "H"],
  "positions_angstrom": [[-0.680, -0.566, -0.363], [1.925, -3.609, 1.166], [-1.618, -5.453, 5.125], [3.002, 1.895, 4.843], [0.254, 1.200, 6.176], [3.472, 1.224, 1.812], [-2.032, -0.116, 4.430], [-0.075, 1.676, -1.631], [0.829, -1.291, -2.308], [1.036, 0.008, 0.514], [-7.947, 0.361, -2.836], [-0.620, -2.487, -0.040], [-1.216, -0.511, 1.603], [-6.753, -0.616, -4.343], [-6.902, -0.064, -3.272], [-3.172, -2.603, 0.918], [-2.370, -1.257, -1.680], [-2.301, 0.912, -0.237], [3.273, -0.271, -2.187], [2.321, 2.328, -2.441], [1.563, 4.324, -1.153], [-3.461, -2.813, -3.108], [-4.593, -0.787, -2.521], [-1.344, -4.524, 3.501], [-0.084, -4.457, 2.996], [-4.568, -2.012, -3.217], [-2.190, -3.224, 1.622], [-0.501, 0.283, 3.752], [-0.294, 0.019, 2.408], [1.492, 1.362, -2.086], [0.957, 5.455, 1.316], [1.919, 4.459, 1.225], [-3.764, -3.910, 3.317], [4.851, -1.823, -1.101], [-3.464, -0.470, -1.760], [-2.376, -2.407, -2.328], [-4.386, -2.636, 1.402], [0.299, 5.887, 0.172], [3.886, -1.612, -2.239], [4.434, -1.583, 0.203], [7.017, -2.476, -0.286], [1.953, 0.886, 2.568], [-5.691, 0.145, -2.450], [1.862, 3.721, -2.512], [6.600, -2.235, 1.014], [1.744, 1.166, 3.921], [3.701, 2.034, -2.822], [0.941, 0.314, 1.818], [-4.449, 2.660, -0.016], [-5.682, 1.240, -1.666], [-4.532, 1.553, -0.874], [5.308, -1.787, 1.259], [-2.248, 1.951, 0.586], [2.227, 3.904, -0.009], [-3.304, 2.854, 0.716], [1.980, -0.062, -2.159], [0.595, 5.316, -1.057], [0.153, -3.757, 1.794], [-4.738, -3.275, 2.606], [-0.857, -3.147, 1.107], [6.144, -2.264, -1.345], [4.194, 0.858, -2.023], [-3.429, 0.704, -0.949], [0.521, 0.861, 4.512], [-2.437, -3.904, 2.835], [-5.154, -2.132, 0.820], [3.078, -2.341, -2.219], [5.180, 0.543, -2.357], [2.647, 4.278, -3.022], [-3.417, -3.766, -3.614], [-3.202, 3.685, 1.398], [7.281, -2.397, 1.839], [2.428, 4.106, 2.113], [0.966, 3.759, -3.135], [0.061, 5.635, -1.945], [0.723, 5.895, 2.277], [2.963, 3.111, -0.061], [-5.287, 3.341, 0.069], [3.761, 1.852, -3.899], [-0.451, 6.664, 0.237], [0.744, -4.924, 3.509], [4.979, -1.595, 2.272], [-3.989, -4.415, 4.246], [-1.505, -3.035, -2.202], [4.259, 1.105, -0.959], [4.399, -1.695, -3.200], [8.022, -2.825, -0.479], [3.423, -1.239, 0.394], [-1.335, 2.074, 1.156], [4.307, 2.908, -2.587], [6.471, -2.451, -2.362], [-5.409, -2.316, -3.819], [-6.552, 1.882, -1.638], [-5.764, -3.256, 2.948]],
  "lowdin_charge": [1.48, 0.89, 0.81, 0.69, 0.70, 0.77, 0.73, 0.87, 0.78, -0.32, 0.11, -0.35, -0.24, 0.10, -0.34, 0.13, -0.02, -0.10, -0.06, -0.09, -0.25, 0.01, -0.05, -0.61, -0.16, 0.04, -0.16, -0.61, -0.37, -0.62, -0.07, -0.07, -0.03, -0.23, -0.14, -0.10, -0.12, -0.07, -0.09, -0.12, -0.07, -0.57, -0.06, -0.11, -0.07, -0.70, -0.08, -0.35, 0.04, 0.09, -0.11, -0.08, -0.10, -0.06, 0.01, -0.62, -0.05, -0.57, -0.04, -0.36, -0.04, -0.08, -0.13, -0.70, -0.18, 0.11, 0.08, 0.15, 0.14, 0.12, 0.12, 0.11, 0.10, 0.12, 0.12, 0.11, 0.07, 0.13, 0.15, 0.11, 0.10, 0.11, 0.08, 0.11, 0.11, 0.14, 0.11, 0.05, 0.13, 0.14, 0.11, 0.12, 0.14, 0.11]
}

***

No. 3
{
  "formula": "C45H31FeGeN3S3",
  "method": "ωB97M-V/def2-TZVPD",
  "e_homo_ev": [-8.6, -10.3],
  "total_charge": 1,
  "orbital_gap_ev": [5.44, 4.66],
  "s_squared": 8.984,
  "total_energy_ha": -6432.5461,
  "multiplicity": 6,
  "species": ["Ge", "Fe", "S", "S", "S", "N", "N", "N", "C", "C", "C", "C", "C", "C", "C", "C", "C", "C", "C", "C", "C", "C", "C", "C", "C", "C", "C", "C", "C", "C", "C", "C", "C", "C", "C", "C", "C", "C", "C", "C", "C", "C", "C", "C", "C", "C", "C", "C", "C", "C", "C", "C", "C", "H", "H", "H", "H", "H", "H", "H", "H", "H", "H", "H", "H", "H", "H", "H", "H", "H", "H", "H", "H", "H", "H", "H", "H", "H", "H", "H", "H", "H", "H", "H"],
  "positions_angstrom": [[2.543, 0.572, -0.861], [0.064, 0.633, -0.568], [-1.120, 6.321, -0.360], [-1.017, -5.040, -1.778], [0.605, 1.893, -3.635], [-1.536, -0.719, -0.944], [0.395, 0.968, 6.831], [-1.549, 1.954, -0.626], [-2.700, 4.052, -0.471], [1.220, -3.141, 1.517], [1.081, 1.710, 2.114], [1.681, -3.479, 2.810], [-1.719, -6.591, -1.860], [1.098, 1.780, 3.496], [3.371, 2.282, -1.227], [3.181, -1.580, 2.758], [0.324, 0.893, 4.238], [-3.733, 6.331, -0.293], [-2.752, -0.099, -0.834], [-2.638, -2.849, -1.167], [-3.950, -0.845, -0.876], [1.730, -2.054, 0.871], [-3.861, -2.226, -1.036], [4.184, 0.689, 1.474], [2.537, -2.458, -3.847], [0.475, 1.149, -2.317], [2.639, -2.719, 3.410], [-2.624, 5.415, -0.383], [-1.526, 3.238, -0.537], [3.887, -2.568, -4.149], [-3.053, -6.551, -1.607], [-3.342, 7.651, -0.211], [-0.478, -0.038, 3.588], [-0.486, -0.088, 2.201], [-3.509, -5.233, -1.337], [-5.238, 1.198, -0.638], [3.227, -0.057, 0.839], [-4.022, 1.979, -0.601], [-4.005, 3.348, -0.492], [-5.200, -0.145, -0.767], [4.809, -1.762, -3.497], [4.671, 0.323, 2.754], [0.365, 0.932, 5.684], [2.721, -1.233, 1.469], [2.115, -1.535, -2.899], [-1.498, -2.024, -1.104], [4.171, -0.775, 3.382], [-2.516, -4.299, -1.385], [-2.794, 1.283, -0.686], [3.029, -0.710, -2.240], [0.300, 0.774, 1.422], [4.384, -0.841, -2.547], [-1.963, 7.806, -0.236], [-0.511, -2.461, -1.209], [-1.108, -7.448, -2.095], [4.572, 1.590, 1.015], [3.060, 2.646, -2.205], [5.864, -1.854, -3.724], [-6.184, 1.719, -0.564], [-0.541, 3.695, -0.484], [3.131, 3.031, -0.472], [-3.688, -7.425, -1.610], [1.053, -1.468, -2.678], [4.451, 2.136, -1.241], [1.721, 2.502, 4.010], [-4.540, -5.000, -1.108], [1.386, -1.817, -0.132], [5.425, 0.932, 3.235], [-1.108, -0.843, 1.732], [1.275, -4.346, 3.315], [0.467, -3.759, 1.043], [-4.775, -2.804, -1.084], [-4.930, 3.899, -0.427], [4.517, -1.048, 4.372], [5.124, -0.231, -2.039], [-6.116, -0.722, -0.797], [-4.761, 6.009, -0.284], [-1.411, 8.732, -0.184], [1.816, -3.089, -4.350], [-4.026, 8.482, -0.133], [-1.079, -0.723, 4.171], [2.999, -2.970, 4.401], [1.716, 2.403, 1.570], [4.220, -3.283, -4.889]],
  "lowdin_charge": [0.91, 0.51, 1.06, 1.05, 0.88, 0.06, 0.16, 0.04, -0.19, -0.07, -0.12, -0.06, -0.40, -0.03, -0.21, -0.15, -0.23, -0.06, -0.15, -0.17, -0.12, -0.07, 0.06, -0.10, -0.07, -0.77, -0.02, -0.43, -0.06, -0.08, -0.16, -0.14, -0.02, -0.11, -0.11, 0.01, -0.26, -0.15, 0.08, 0.00, -0.07, -0.06, -0.18, -0.18, -0.13, -0.07, -0.02, -0.49, -0.10, -0.31, -0.22, -0.09, -0.35, 0.08, 0.07, 0.09, 0.00, 0.11, 0.12, 0.11, 0.03, 0.11, 0.07, 0.03, 0.12, 0.11, 0.06, 0.11, 0.09, 0.11, 0.09, 0.13, 0.11, 0.12, 0.10, 0.12, 0.11, 0.08, 0.11, 0.12, 0.12, 0.12, 0.09, 0.11]
}

***

No. 4
{
  "formula": "C45H32Br2Cl3F5N3Sb2Zn",
  "method": "ωB97M-V/def2-TZVPD",
  "e_homo_ev": -10.2,
  "total_charge": 1,
  "orbital_gap_ev": 6.38,
  "total_energy_ha": -11185.5871,
  "multiplicity": 1,
  "species": ["Sb", "Sb", "Br", "Br", "Zn", "Cl", "Cl", "Cl", "F", "F", "F", "F", "F", "N", "N", "N", "C", "C", "C", "C", "C", "C", "C", "C", "C", "C", "C", "C", "C", "C", "C", "C", "C", "C", "C", "C", "C", "C", "C", "C", "C", "C", "C", "C", "C", "C", "C", "C", "C", "C", "C", "C", "C", "C", "C", "C", "C", "C", "C", "C", "C", "H", "H", "H", "H", "H", "H", "H", "H", "H", "H", "H", "H", "H", "H", "H", "H", "H", "H", "H", "H", "H", "H", "H", "H", "H", "H", "H", "H", "H", "H", "H", "H"],
  "positions_angstrom": [[1.601, 3.461, 0.292], [-2.080, 0.987, -0.793], [0.456, -1.644, -5.233], [6.513, -4.093, -0.782], [0.045, -3.879, 1.025], [-4.012, -1.412, 3.425], [-1.933, 0.636, 3.707], [-1.815, -1.902, 5.421], [-2.795, -5.008, 1.219], [0.940, -9.052, 1.609], [-3.595, -7.633, 1.453], [1.713, -6.491, 1.412], [-1.795, -9.669, 1.467], [-0.803, -2.455, 2.032], [-0.067, -3.527, -0.998], [2.110, -3.480, 0.780], [-1.833, -6.060, 1.311], [0.272, 2.194, -4.432], [-4.223, 0.180, -0.903], [-1.542, -1.941, 2.756], [3.620, -3.650, -1.057], [4.239, 2.415, 1.304], [4.358, -4.252, 1.157], [2.267, 7.713, -0.328], [-0.514, -5.774, 1.220], [5.296, 1.794, 2.001], [0.415, -6.785, 1.393], [2.323, -3.449, -0.562], [-2.268, -1.188, 3.821], [-5.901, -1.639, -0.744], [-2.106, 3.041, -3.257], [-6.614, -0.955, -1.766], [-1.728, 3.887, 0.448], [2.056, 5.505, 0.675], [0.009, -8.082, 1.576], [-1.038, -3.698, -1.925], [3.067, -4.011, 1.519], [-0.955, -3.055, -3.148], [2.029, 6.340, -0.438], [-4.691, -1.076, -0.335], [-5.055, 0.800, -1.827], [4.714, -3.903, -0.184], [3.807, 1.658, 3.898], [2.746, 7.373, 2.016], [1.285, -2.458, -2.661], [3.031, 2.784, 1.856], [1.138, -3.095, -1.388], [-1.343, -8.389, 1.606], [2.490, 6.021, 1.894], [2.861, 2.319, 3.188], [-1.542, 3.689, -4.337], [-1.368, 1.988, -2.713], [0.239, -2.451, -3.553], [-6.327, 0.351, -2.183], [2.646, 8.226, 0.932], [-2.792, 2.826, 0.251], [-0.478, 3.561, 1.344], [-0.184, 1.562, -3.286], [5.088, 1.463, 3.323], [-2.299, -7.357, 1.536], [-0.405, 3.264, -4.977], [-1.925, 4.665, -4.751], [0.343, 0.715, -2.896], [-0.056, 3.749, -5.895], [2.825, -4.129, 2.573], [-4.110, -1.607, 0.425], [3.031, 9.253, 0.963], [3.218, 7.779, 2.903], [1.134, 1.769, -4.854], [-1.520, 4.225, -0.554], [3.700, -3.379, -2.099], [-0.565, 2.599, 1.895], [-1.865, -3.143, -3.793], [2.488, 5.446, 2.819], [5.083, -4.610, 1.836], [-3.041, 2.325, 1.208], [-6.921, 0.825, -2.950], [-4.707, 1.692, -2.433], [1.899, 2.511, 3.744], [-1.868, -4.357, -1.613], [-6.129, -2.570, -0.318], [-7.378, -1.463, -2.322], [5.892, 1.027, 3.841], [2.146, 8.405, -1.140], [-2.259, 4.763, 0.890], [3.728, 1.435, 4.974], [2.111, -1.812, -2.847], [-2.969, 3.528, -2.725], [6.191, 1.590, 1.472], [-3.667, 3.240, -0.340], [-0.374, 4.336, 2.086], [4.419, 2.819, 0.249], [1.870, 5.854, -1.402]],
  "lowdin_charge": [1.45, 1.36, 0.85, 0.81, 0.69, 0.64, 0.58, 0.64, -0.01, 0.12, 0.13, 0.08, 0.11, 0.19, 0.04, 0.05, -0.21, -0.10, -0.35, -0.25, -0.01, -0.19, -0.06, -0.07, -0.09, -0.09, -0.26, -0.18, -1.46, -0.08, -0.14, -0.08, -0.39, -0.44, -0.14, -0.06, -0.14, -0.07, -0.16, -0.14, -0.18, -0.60, -0.11, -0.10, -0.05, -0.39, -0.17, -0.09, -0.13, -0.15, -0.11, -0.37, -0.67, -0.08, -0.08, -0.40, -0.33, -0.18, -0.08, -0.14, -0.09, 0.13, 0.06, 0.12, 0.13, 0.05, 0.11, 0.11, 0.08, 0.07, 0.11, 0.00, 0.14, 0.10, 0.11, 0.02, 0.10, 0.10, 0.11, 0.14, 0.08, 0.09, 0.08, 0.10, 0.11, 0.11, 0.11, 0.11, 0.09, 0.07, 0.03, 0.10, 0.08]
}